# 1
C12H14NO | ωB97M-V/def2-TZVPD

The calculation puts the highest occupied orbital energy at -11.8 eV. The value obtained for the orbital gap is 0.3037 Eh. Its charge is +1. The value obtained for the lowest unoccupied orbital energy is -3.53 eV.

CARTESIAN COORDINATES (ANGSTROEM)
N -0.64029 -0.87667 -2.08953
C 0.54302 -0.23685 -1.42062
C 0.78115 -0.42014 -0.09547
C 1.75726 0.31969 0.57013
C 2.11380 -0.05551 1.83359
C 1.61146 -1.22418 2.56629
C 0.59609 -1.85943 2.04853
C -0.13199 -1.29796 0.77788
C -1.23461 -0.28517 1.23996
C -1.88630 0.36507 0.05236
C -1.23889 1.38250 -0.51581
C -0.59901 2.34987 -1.10838
C 0.65398 2.23547 -1.87336
O 0.99178 0.77118 -2.22720
H -1.29656 -0.73366 -1.32174
H -0.47008 -1.85658 -2.37235
H -0.74832 -0.44202 -3.08271
H 2.07703 1.18043 0.06348
H 2.77364 0.74632 2.34449
H 2.26960 -1.68312 3.33321
H 0.22544 -2.73041 2.64012
H -0.47151 -2.22052 0.25351
H -1.92977 -0.85660 1.91547
H -0.66242 0.39729 1.80410
H -2.80636 0.06385 -0.32308
H -0.97017 3.26260 -0.86222
H 0.67161 2.44204 -2.90045
H 1.51981 2.66452 -1.49360

Atomic forces in eV per Å
N 2.3 -0.8 -2.6
C 0.3 1.3 0.0
C -1.4 -2.5 -1.7
C 0.4 -0.8 2.4
C 1.2 3.1 0.2
C 2.6 0.6 -0.4
C -2.0 -0.7 -0.4
C 1.3 -1.0 0.3
C -1.3 -2.1 0.1
C 1.8 2.2 1.0
C -0.9 -1.2 0.0
C 0.5 -2.2 0.3
C -0.5 -3.5 -1.5
O 0.1 -0.3 1.4
H -1.7 0.0 -0.6
H -0.1 0.1 0.9
H -0.4 0.0 2.6
H 1.0 1.0 -0.1
H -0.8 -1.9 -0.6
H -0.9 0.7 -0.2
H -0.1 0.6 -1.2
H -0.3 0.9 0.1
H 0.4 0.8 -0.7
H 0.3 1.1 0.8
H -1.7 -0.7 -0.6
H -0.6 3.0 0.6
H -0.8 1.7 -1.3
H 1.3 0.8 1.4

natural (NBO) atomic charge list, values in e, 2 entries: atom 1 (N): -0.7720, atom 2 (C): 0.4103

---

# 2
C12H14O2 | ωB97M-V/def2-TZVPD

The calculation puts the highest occupied orbital energy at -8.6 eV. The value obtained for the orbital gap is 0.3402 Eh. Its charge is 0. The value obtained for the lowest unoccupied orbital energy is 0.67 eV.

CARTESIAN COORDINATES (ANGSTROEM)
C -2.86680 -0.48785 0.94345
C -2.93710 -1.55300 0.09859
C -1.61955 0.14839 0.68231
C -1.06730 -0.61697 -0.28737
C 1.47924 -1.35648 -0.95747
C -1.00542 1.35602 1.30466
C 2.06752 -1.43346 0.43719
C 0.17475 1.88120 0.48067
C 1.61013 -0.16521 1.15882
C 1.21066 0.82894 0.05416
C 0.76513 -0.06623 -1.08434
C 0.44503 0.44515 -2.45230
O 1.60005 -2.19095 -1.82099
O -1.82825 -1.63292 -0.66729
H -3.59689 -0.19134 1.66844
H -3.69450 -2.29602 -0.05485
H -1.75861 2.14599 1.38814
H -0.67630 1.12547 2.32445
H 1.72961 -2.34555 0.92782
H 3.15483 -1.50032 0.35158
H -0.21832 2.34427 -0.42604
H 0.67909 2.66052 1.05748
H 0.73627 -0.40303 1.76110
H 2.38358 0.24124 1.80887
H 2.10340 1.36882 -0.29415
H 1.34407 0.87222 -2.89993
H -0.33134 1.20537 -2.42585
H 0.11700 -0.38427 -3.07714

Atomic forces in eV per Å
C -0.2 -0.5 -0.3
C -0.8 0.3 0.7
C 0.2 -0.3 -0.3
C 4.2 1.9 -1.2
C 0.3 -0.5 0.2
C 0.1 0.0 -0.1
C 0.1 -0.1 0.2
C 0.0 0.0 0.0
C 0.2 0.0 0.0
C -0.1 0.0 0.0
C -4.2 -0.6 1.3
C 0.2 -0.1 0.0
O 0.0 0.1 0.0
O 0.2 -0.4 -0.4
H -0.3 0.0 0.1
H 0.0 -0.2 -0.1
H 0.1 0.0 0.1
H -0.1 0.0 0.0
H 0.1 -0.1 0.0
H 0.0 0.0 -0.1
H 0.0 0.1 0.0
H 0.0 0.0 -0.1
H 0.0 0.1 0.1
H 0.0 0.0 0.1
H 0.0 -0.1 0.0
H 0.1 0.1 -0.1
H 0.0 0.0 0.0
H 0.0 0.0 0.0

natural (NBO) atomic charge list, values in e, 2 entries: atom 1 (C): -0.2958, atom 2 (C): 0.0752

---

# 3
C12H15AsF9IrN3OS4Sb | ωB97M-V/def2-TZVPD

The calculation puts the highest occupied orbital energy (alpha / beta) at -2.1 / -2.1 eV. The value obtained for the orbital gap (alpha / beta) is 0.2291 / 0.2290 Eh. Its charge is -2. The value obtained for the lowest unoccupied orbital energy (alpha / beta) is 4.18 / 4.18 eV.

CARTESIAN COORDINATES (ANGSTROEM)
Ir 2.51238 -0.93978 0.61207
S 4.02435 2.16127 3.40769
As 2.46230 1.97934 2.02101
S 1.33699 0.03755 2.28534
S 3.22995 1.10826 0.08204
S 1.18773 3.63357 1.76598
N 6.13500 -3.60525 5.25768
C 5.82289 -3.37070 4.16572
N 5.58866 -3.19485 2.88865
C 4.66870 -2.54007 2.31290
N 3.87630 -2.05501 1.60002
F 3.43752 -1.87023 -1.69108
C 2.41650 -1.90173 -2.57977
F 2.39905 -0.72142 -3.19485
F 2.74332 -2.82969 -3.49324
C 1.07429 -2.17124 -1.81831
O 0.92141 -1.34041 -0.78023
C -0.11341 -1.95539 -2.81272
F -1.27302 -2.34624 -2.27778
F -0.23959 -0.66909 -3.13962
F 0.04254 -2.64198 -3.96886
C 1.06128 -3.66926 -1.34276
F 1.07021 -4.56870 -2.34613
F -0.01537 -3.92298 -0.59825
F 2.13607 -3.92101 -0.58034
C -4.88475 0.28768 0.22777
C -3.74209 0.95479 -0.53544
Sb -1.79801 0.49245 0.35809
C -0.69123 1.66557 -1.06387
C -1.18362 3.06432 -1.41005
C -2.08738 1.80186 2.05317
C -2.61901 3.21705 1.86264
H -5.86187 0.45489 -0.23920
H -4.94564 0.66866 1.25111
H -4.73528 -0.79280 0.29738
H -3.89364 2.03487 -0.57860
H -3.70520 0.59226 -1.56697
H -0.66793 1.03046 -1.95289
H 0.33008 1.71545 -0.68503
H -2.22334 3.06934 -1.74869
H -0.57459 3.49333 -2.21280
H -1.09252 3.73119 -0.55521
H -1.11853 1.83951 2.55270
H -2.75860 1.22400 2.69802
H -1.84654 3.85874 1.44160
H -2.91219 3.65560 2.82278
H -3.49414 3.25585 1.20832

Atomic forces in eV per Å
Ir 0.2 -2.1 -0.3
S -0.1 0.0 -0.1
As 0.4 0.4 0.5
S 0.0 -0.1 -0.2
S 0.0 0.2 -0.2
S 0.0 -0.2 -0.1
N 0.0 0.0 0.0
C -0.1 0.1 0.1
N 0.3 -0.1 -0.2
C -0.1 0.0 -0.1
N 0.0 1.2 0.7
F 0.0 0.0 0.1
C 0.0 0.0 0.1
F 0.0 0.0 0.0
F 0.0 0.0 0.0
C 0.0 0.2 -0.1
O -0.5 0.4 -0.2
C 0.1 0.0 -0.1
F 0.0 0.0 0.0
F 0.0 -0.2 -0.1
F 0.0 0.0 0.0
C -0.1 0.1 0.0
F 0.0 0.0 0.0
F 0.0 0.0 0.0
F 0.1 0.0 0.0
C 0.0 0.0 0.0
C 0.0 -0.1 0.0
Sb -0.2 -0.1 -0.1
C 0.1 0.1 0.0
C 0.0 0.0 0.0
C 0.0 0.1 0.1
C 0.0 0.0 0.0
H 0.0 0.0 0.0
H 0.0 0.0 0.0
H 0.0 0.0 0.0
H 0.0 0.0 0.0
H 0.0 0.0 0.0
H 0.0 0.2 0.2
H 0.0 0.0 0.0
H 0.0 0.0 0.0
H 0.0 0.0 0.0
H 0.0 0.0 0.0
H 0.0 0.0 0.0
H 0.0 0.0 0.0
H 0.0 0.0 0.0
H 0.0 0.0 0.0
H 0.0 0.0 0.0

natural (NBO) atomic charge list, values in e, 2 entries: atom 1 (Ir): 0.8764, atom 2 (S): -0.7323

---

# 4
C12H15AsN4O8PtS2 | ωB97M-V/def2-TZVPD

The calculation puts the highest occupied orbital energy at -8.4 eV. The value obtained for the orbital gap is 0.2744 Eh. Its charge is 0. The value obtained for the lowest unoccupied orbital energy is -0.90 eV.

CARTESIAN COORDINATES (ANGSTROEM)
Pt -0.32162 -0.20653 0.05780
O -0.85260 -2.24823 -3.61965
As -1.69162 -1.75668 -2.14445
O -2.99555 -2.70858 -2.03135
O -0.41516 -1.91566 -0.94491
C -1.63304 0.19003 -2.43150
C -0.82910 0.64256 -3.46938
C -0.58467 2.00230 -3.62097
C -1.14293 2.91879 -2.74855
C -1.95987 2.48424 -1.71353
C -2.19609 1.13171 -1.55305
S -3.23659 0.58241 -0.21445
O -4.53109 0.38702 -0.78841
O -3.12988 1.54755 0.86481
O -2.49174 -0.68370 0.15179
H -1.37949 -2.98229 -3.96434
H -0.38872 -0.07047 -4.15055
H 0.05779 2.34123 -4.42290
H -0.94451 3.97551 -2.87106
H -2.40745 3.18045 -1.01726
C 2.16303 3.49587 1.58733
O 1.40097 2.78604 2.58106
C 0.53536 1.90129 2.10028
O 0.30741 1.77837 0.89661
N -0.07660 1.19892 3.06850
N -1.06805 0.32588 2.62790
H 2.84786 4.12114 2.15027
H 1.50439 4.10465 0.97122
H 2.70531 2.78918 0.96210
H -0.01954 1.51550 4.02345
H -1.92934 0.82145 2.37638
H -1.25780 -0.41480 3.28607
S 1.92527 -0.29218 -0.16333
C 2.28126 -1.74672 0.69567
N 1.44234 -2.80982 0.56460
C 1.62873 -3.95699 1.22221
C 2.73438 -4.09708 2.01879
C 3.60771 -3.00546 2.05062
N 3.39962 -1.86512 1.41868
H 0.60864 -2.67198 -0.06924
H 0.88304 -4.72432 1.06781
H 2.92483 -5.00436 2.56860
H 4.52511 -3.06114 2.62635

Atomic forces in eV per Å
Pt 0.9 -0.3 0.2
O 0.1 -0.1 0.1
As 0.1 0.2 0.0
O 0.1 0.1 0.0
O -0.7 -0.1 -0.5
C -0.2 0.0 0.1
C -0.1 -0.1 0.0
C 0.0 0.0 0.0
C 0.0 0.0 0.0
C 0.0 0.0 -0.1
C -0.1 0.0 -0.2
S 0.3 0.3 -0.2
O -0.1 -0.3 0.3
O 0.0 0.0 0.0
O 0.1 0.6 0.1
H 0.0 0.0 0.0
H 0.0 0.0 0.0
H 0.0 0.0 0.0
H 0.0 0.0 0.0
H 0.0 0.0 0.0
C 0.0 0.0 0.0
O 0.0 -0.1 -0.1
C 0.0 0.2 0.2
O -0.4 -0.4 -0.1
N 0.0 -0.2 -0.2
N -0.7 0.1 0.2
H 0.0 0.0 0.0
H 0.0 0.0 0.0
H 0.0 0.0 0.0
H 0.0 0.1 0.0
H 0.1 -0.1 0.1
H 0.3 0.0 0.1
S 0.4 0.1 0.4
C -0.1 -0.1 -0.4
N 0.0 0.0 0.2
C 0.2 0.1 0.0
C -0.1 0.0 -0.1
C 0.0 0.0 0.0
N 0.0 0.0 0.0
H 0.0 0.0 -0.1
H 0.0 0.0 0.0
H 0.0 0.0 0.0
H 0.0 0.0 0.0

natural (NBO) atomic charge list, values in e, 2 entries: atom 1 (Pt): 0.8654, atom 2 (O): -1.0364

---

For each record above, in turn, the calculated relative energy (zero: lowest compared OMol25 entry of this formula, charge and spin) values are 3.135; 0.000; 0.823; 0.827 eV.
For each record above, in turn, the calculated E_tot values are -16196.810; -16764.150; -157221.571; -120782.501 eV.